(1)
This record from the Open Molecules 2025 dataset describes a structure of composition F10LiN5O20S10 in a non-equilibrium geometry. The level of theory is wB97M-V/def2-TZVPD.

Summary:
Spin multiplicity = 2
Total charge = -3
HOMO level (spin up / spin down) = -2.444 / -2.444 eV
Largest force on an atom = 0.2098 hartree/bohr
Lowest unoccupied orbital energy (spin up / spin down) = 5.25 / 0.77 eV
Energy = -184123.3450 eV
Orbital gap (spin up / spin down) = 7.70 / 3.21 eV

```
46
Properties=species:S:1:pos:R:3:forces:R:3:mulliken_spin:R:1
Li 0.128 0.238 0.488 -0.7 -0.5 0.1 -0.002
N 1.799 0.594 1.473 4.9 1.7 -3.3 0.000
S 2.705 -0.366 2.345 -2.3 -3.1 5.2 0.000
O 2.869 0.154 3.743 1.1 -1.2 -3.8 0.000
O 3.666 -1.274 1.684 -1.7 2.2 1.5 0.000
F 1.354 -1.280 2.636 1.2 -0.3 -0.1 0.000
S 3.188 1.132 0.413 -1.4 2.1 -1.8 0.000
O 3.215 0.632 -0.947 -0.6 0.5 2.0 0.001
O 4.463 1.364 1.030 -0.6 -0.5 0.6 0.000
F 2.628 2.661 0.291 0.0 -1.1 -0.2 0.000
N 1.464 1.154 -3.902 0.0 4.0 6.1 0.595
S 0.175 1.425 -2.701 -4.7 1.8 6.1 -0.031
O 0.434 0.625 -1.537 0.6 -0.1 -2.1 0.072
O -1.304 1.525 -3.018 5.3 0.1 -0.8 0.013
F 0.517 2.862 -2.107 0.4 -0.6 -1.8 0.000
S 0.567 0.398 -4.808 -1.6 -6.7 -8.3 -0.068
O 0.233 1.350 -5.874 -0.2 -0.7 1.5 0.308
O -0.293 -0.675 -4.425 -0.4 1.9 0.5 0.070
F 1.715 -0.472 -5.393 0.6 0.4 -1.1 0.004
N -4.679 -1.471 1.137 3.4 -2.2 -0.2 0.000
S -3.081 -1.780 1.616 4.6 -5.6 -1.5 0.000
O -2.841 -2.221 2.996 -0.4 2.2 -1.9 0.000
O -2.013 -1.185 0.782 -2.3 -0.5 2.0 0.000
F -3.064 -3.269 1.017 -0.5 -0.2 -1.0 0.000
S -4.623 -0.241 2.008 -3.9 8.4 2.7 0.000
O -3.762 0.873 1.559 -1.9 -2.5 1.0 0.000
O -4.786 -0.458 3.438 -0.2 0.6 -1.7 0.000
F -6.132 0.316 1.515 0.7 -0.3 0.5 0.000
N -0.338 2.801 3.028 -0.4 0.9 -4.9 0.000
S -1.310 2.817 1.586 5.8 -0.2 -2.2 0.000
O -2.359 3.735 1.555 -1.7 0.7 0.0 0.000
O -1.368 1.581 0.820 0.5 1.5 0.9 -0.001
F -0.093 3.643 0.830 -1.0 -0.6 -0.1 0.000
S -1.475 2.293 3.856 -2.7 -5.0 7.0 0.000
O -1.898 0.898 3.570 0.4 3.3 0.3 0.000
O -2.419 3.276 4.336 0.0 -0.6 -0.6 0.000
F -0.610 2.038 5.232 -0.1 0.3 -0.5 0.000
N 2.549 -3.552 -1.824 -2.4 0.6 0.8 0.013
S 1.068 -2.911 -1.425 -0.9 -1.6 4.4 -0.002
O -0.008 -3.025 -2.359 0.7 1.3 -0.5 0.002
O 1.239 -1.835 -0.475 -0.7 -0.5 -1.5 0.001
F 0.683 -4.128 -0.513 0.1 -0.6 0.9 0.000
S 2.703 -2.709 -3.079 3.4 2.0 -4.9 -0.005
O 2.867 -1.271 -2.881 -1.2 -1.1 -0.3 0.024
O 2.027 -3.175 -4.273 0.0 0.5 0.8 0.006
F 4.198 -3.086 -3.442 0.9 -0.6 0.1 0.000
```
Positions in Å, forces in eV/Å.


(2)
This record from the Open Molecules 2025 dataset describes a structure of composition F14H2N7NaO29S14 in a non-equilibrium geometry. The level of theory is wB97M-V/def2-TZVPD.

Summary:
Total charge = -6
HOMO level = 3.657 eV
Largest force on an atom = 0.1066 hartree/bohr
Lowest unoccupied orbital energy = 9.37 eV
Energy = -263978.9286 eV
Orbital gap = 5.71 eV

```
67
Properties=species:S:1:pos:R:3:forces:R:3:mulliken_charge:R:1
Na 0.409 -0.519 -0.900 -0.5 0.0 0.9 1.043
N 0.688 -0.242 -3.258 0.7 -2.6 -2.7 -0.172
S -0.325 0.357 -4.320 -3.8 3.6 1.6 0.845
O -1.045 -0.525 -5.190 1.2 -0.1 -0.3 -0.596
O 0.081 1.661 -4.769 0.5 -0.8 -0.8 -0.711
F -1.477 0.765 -3.277 0.7 -0.4 -0.4 -0.196
S 1.311 -1.527 -4.143 1.0 -0.9 2.3 0.909
O 2.064 -1.180 -5.312 -0.3 0.4 -0.3 -0.678
O 0.521 -2.713 -4.173 0.2 0.4 -0.2 -0.487
F 2.436 -1.824 -3.066 -0.1 -0.1 -0.1 -0.232
N 4.443 0.828 1.220 0.5 -1.9 2.5 -0.313
S 4.848 0.354 2.762 -0.4 2.4 -0.1 1.025
O 6.209 -0.065 2.997 -0.2 0.0 -0.4 -0.682
O 3.808 -0.254 3.521 0.4 -0.2 -0.2 -0.438
F 4.881 1.878 3.298 0.2 -0.2 0.1 -0.322
S 3.840 -0.510 0.609 -0.7 -0.6 -2.7 0.981
O 2.416 -0.556 0.412 0.9 0.4 0.1 -0.243
O 4.484 -1.738 0.988 0.1 0.3 0.3 -0.652
F 4.405 -0.245 -0.875 -0.2 -0.2 0.2 -0.375
N 2.466 4.175 -0.178 0.2 3.5 0.0 -0.158
S 2.576 5.777 -0.582 3.1 -0.8 1.4 0.980
O 1.784 6.769 0.092 -0.3 -0.4 -0.3 -0.626
O 2.963 6.019 -1.939 -0.4 0.3 -0.3 -0.639
F 4.009 5.968 0.175 -0.1 0.1 0.0 -0.335
S 1.019 3.904 -0.700 -3.2 -4.0 -1.4 1.102
O 0.952 3.845 -2.136 -0.1 0.6 0.3 -0.603
O -0.075 4.496 0.003 0.6 0.3 0.0 -0.571
F 0.936 2.340 -0.319 0.4 0.9 0.2 -0.146
N -0.156 0.812 4.553 -0.9 -0.1 -2.6 -0.470
S -0.106 1.108 2.908 4.3 1.3 -0.9 0.918
O -0.697 2.351 2.546 -0.6 -0.3 0.1 -0.554
O -0.063 0.014 1.981 -0.9 0.2 1.0 -0.029
F 1.462 1.496 2.966 -0.3 0.0 0.1 -0.341
S -1.623 0.259 4.601 -2.0 -1.4 2.7 1.097
O -1.817 -1.103 4.225 -0.1 0.1 -0.6 -0.552
O -2.684 1.204 4.355 0.6 -0.4 0.4 -0.585
F -1.642 0.042 6.243 -0.1 0.6 0.2 -0.425
N -3.801 2.525 0.554 -1.8 -1.8 1.1 -0.427
S -4.805 1.411 1.170 -1.1 0.9 2.9 1.080
O -4.188 0.323 1.853 -0.2 -0.1 -1.0 -0.446
O -6.072 1.229 0.503 0.5 0.1 -0.2 -0.672
F -5.285 2.303 2.458 0.0 0.4 -0.4 -0.380
S -3.125 1.710 -0.594 4.4 0.9 -3.0 0.984
O -3.993 1.352 -1.680 -0.1 -0.3 0.5 -0.616
O -1.983 0.878 -0.266 -1.7 0.2 0.0 -0.032
F -2.335 2.991 -1.175 -0.4 0.0 -0.1 -0.408
N -0.356 -4.269 2.728 0.8 0.7 -3.0 -0.361
S 1.080 -4.007 3.221 2.0 0.0 3.7 1.028
O 1.497 -2.660 3.478 0.0 -0.8 -0.7 -0.397
O 2.046 -4.997 2.795 0.1 0.4 -0.2 -0.690
F 0.780 -4.524 4.766 0.0 -0.2 -0.1 -0.411
S -0.205 -3.905 1.093 -3.3 -0.5 -0.7 0.850
O -0.657 -5.040 0.333 0.5 -0.1 0.4 -0.657
O 0.870 -3.146 0.509 -0.4 -0.3 1.3 -0.354
F -1.467 -2.965 1.122 0.4 0.2 -0.5 -0.101
N -3.545 -3.805 -1.666 2.0 1.8 -1.4 -0.516
S -4.328 -2.449 -1.504 -3.9 1.5 1.7 1.011
O -4.713 -1.764 -2.707 0.4 -0.3 -0.1 -0.623
O -4.062 -1.651 -0.355 0.5 -0.5 -0.3 -0.386
F -5.780 -3.131 -1.071 0.3 -0.3 -0.1 -0.436
S -2.251 -3.192 -2.539 2.3 -2.9 -0.1 0.914
O -1.280 -2.390 -1.840 -1.4 0.4 -0.3 0.068
O -2.530 -2.966 -3.926 0.0 0.0 0.6 -0.570
F -1.455 -4.593 -2.536 -0.5 0.0 -0.3 -0.357
O 3.199 1.135 -3.105 0.2 -0.1 -0.1 -0.567
H 3.114 1.452 -4.008 -0.2 0.1 0.0 0.268
H 2.331 0.726 -2.929 0.4 0.4 -0.1 0.433
```
Positions in Å, forces in eV/Å.


(3)
This record from the Open Molecules 2025 dataset describes a structure of composition F14N7NaO28S14 in a non-equilibrium geometry. The level of theory is wB97M-V/def2-TZVPD.

Summary:
Total charge = -6
HOMO level = 3.296 eV
Largest force on an atom = 0.1972 hartree/bohr
Lowest unoccupied orbital energy = 9.84 eV
Energy = -261894.7714 eV
Orbital gap = 6.54 eV

```
64
Properties=species:S:1:pos:R:3:forces:R:3:mulliken_charge:R:1
Na -0.336 0.035 0.149 0.0 0.0 0.0 0.788
N -0.861 -3.487 4.071 1.1 -0.1 -1.9 -0.442
S -1.932 -4.332 3.377 -5.2 -2.3 -0.3 1.078
O -1.558 -5.563 2.705 -0.1 0.8 0.8 -0.608
O -3.030 -3.591 2.792 1.1 -0.8 0.7 -0.499
F -2.549 -4.895 4.788 -0.3 -0.2 0.1 -0.384
S 0.041 -3.156 2.756 5.5 2.9 -0.2 0.883
O -0.255 -1.898 2.115 -0.6 -1.5 0.4 0.083
O 0.717 -4.185 1.994 -1.9 0.3 0.6 -0.544
F 1.267 -2.782 3.720 0.3 0.5 0.3 -0.370
N 4.005 -2.019 -0.871 3.6 0.6 1.4 -0.235
S 5.641 -1.774 -0.512 0.0 -1.7 -3.0 1.058
O 6.277 -2.997 -0.034 -0.4 1.1 0.3 -0.696
O 6.151 -0.494 -0.140 -0.1 -0.4 1.1 -0.576
F 6.140 -1.764 -2.040 -0.1 -0.5 -0.5 -0.319
S 3.364 -1.306 0.392 -3.2 2.1 0.6 0.890
O 3.678 0.090 0.501 -0.1 -1.0 0.3 -0.433
O 3.241 -2.079 1.593 0.5 -0.1 -0.4 -0.608
F 1.867 -1.283 -0.219 0.4 -0.4 0.4 -0.079
N -1.336 -1.568 -1.493 -3.9 -0.8 -0.6 0.136
S -3.005 -1.469 -1.708 -2.2 5.7 0.8 0.897
O -3.865 -1.704 -0.558 1.2 -1.4 -1.3 -0.580
O -3.498 -1.727 -3.031 0.5 -0.5 0.5 -0.622
F -3.036 0.137 -1.599 0.4 -0.8 -0.7 -0.135
S -1.440 -3.112 -1.190 5.0 -4.9 1.2 0.697
O -1.925 -4.040 -2.215 -0.6 1.5 0.8 -0.707
O -1.638 -3.481 0.186 -0.6 0.4 -1.3 -0.382
F 0.145 -3.360 -1.392 -0.2 0.1 0.2 -0.313
N -1.679 3.640 -3.290 -0.4 -2.9 -2.5 -0.538
S -1.951 2.195 -4.133 1.5 0.6 -5.0 1.083
O -3.297 1.687 -4.244 0.8 0.2 0.8 -0.598
O -0.809 1.334 -4.225 -1.2 0.2 0.8 -0.472
F -1.857 2.911 -5.597 0.0 0.5 -0.2 -0.388
S -2.081 2.944 -1.978 -0.1 2.5 8.0 0.946
O -1.171 1.990 -1.393 -0.9 -0.5 -1.2 0.173
O -3.504 2.865 -1.764 0.6 -0.5 -0.2 -0.630
F -1.693 4.174 -0.973 -0.4 0.3 -0.7 -0.382
N -3.083 0.542 3.957 -1.5 2.6 -3.2 -0.120
S -3.131 1.640 2.685 5.3 0.8 -1.8 1.138
O -2.657 2.943 3.081 -1.3 -0.7 0.2 -0.612
O -4.066 1.514 1.608 -0.7 -0.2 1.2 -0.540
F -1.783 1.077 1.963 -0.6 -0.2 0.4 -0.046
S -4.625 0.614 4.239 -1.8 -2.4 3.9 0.964
O -5.422 -0.495 3.778 0.1 1.0 -0.4 -0.620
O -5.314 1.880 4.472 0.7 -0.6 -0.9 -0.655
F -4.352 0.153 5.778 -0.6 -0.1 0.8 -0.380
N 2.977 0.458 -3.919 -1.0 2.1 2.5 -0.221
S 3.310 1.295 -5.154 2.0 0.2 -2.9 0.942
O 4.462 2.160 -5.021 -0.6 1.0 0.0 -0.662
O 2.219 1.742 -5.990 1.0 -0.6 0.0 -0.608
F 4.112 0.117 -5.957 -0.9 -0.5 -0.6 -0.362
S 2.666 1.747 -2.846 -1.3 -0.8 3.8 1.112
O 1.725 2.735 -3.315 1.1 -1.0 -0.2 -0.567
O 3.750 2.186 -2.007 0.0 -0.3 -1.7 -0.561
F 1.865 0.867 -1.754 0.1 0.3 -1.4 0.024
N 1.017 1.630 1.294 1.0 -1.6 4.3 0.075
S 1.444 3.062 1.143 1.6 7.3 -6.9 0.586
O 2.849 3.412 1.008 -0.5 -0.6 1.8 -0.651
O 0.593 4.095 1.692 0.4 -0.7 0.9 -0.667
F 1.130 3.220 -0.434 -0.8 -0.5 0.4 -0.237
S 1.495 1.611 2.970 -1.9 -4.8 1.1 0.813
O 0.465 2.059 3.880 1.4 0.7 -0.7 -0.576
O 2.899 1.769 3.261 -1.4 0.3 -0.1 -0.593
F 1.226 0.028 3.054 0.8 0.8 0.0 -0.145
```
Positions in Å, forces in eV/Å.


(4)
This record from the Open Molecules 2025 dataset describes a structure of composition F16KN8Na3O32S16 in a non-equilibrium geometry. The level of theory is wB97M-V/def2-TZVPD.

Summary:
Total charge = -4
HOMO level = -2.007 eV
Largest force on an atom = 0.2288 hartree/bohr
Lowest unoccupied orbital energy = 5.09 eV
Energy = -323850.1348 eV
Orbital gap = 7.10 eV

```
76
Properties=species:S:1:pos:R:3:forces:R:3:mulliken_charge:R:1
Na 0.073 2.676 -3.491 0.0 -0.1 -0.6 0.973
Na 2.006 -3.770 1.923 0.3 0.4 0.0 0.859
Na -1.168 2.920 -0.553 -0.7 0.3 0.6 1.233
K 0.399 -0.110 0.239 -0.1 -0.8 -0.2 1.014
N -2.072 1.969 -2.540 -0.4 -4.8 -1.0 -0.149
S -2.722 0.578 -3.289 2.7 -8.1 0.3 0.908
O -2.145 0.293 -4.617 -1.3 1.9 2.5 -0.631
O -4.049 0.142 -2.965 1.0 1.8 -0.8 -0.471
F -1.880 -0.490 -2.354 -0.2 1.6 -0.7 -0.215
S -3.062 2.851 -3.282 -3.8 8.9 -0.2 0.963
O -4.483 2.840 -2.899 3.1 -0.5 -1.2 -0.588
O -2.650 3.411 -4.548 -0.6 -2.3 -1.2 -0.647
F -2.457 4.118 -2.518 -0.1 1.6 2.3 -0.299
N 0.693 3.904 -1.553 -2.5 4.2 -1.8 -0.100
S 0.729 5.574 -1.950 -3.6 3.2 -2.7 0.949
O 1.956 6.173 -2.377 0.7 -0.5 2.1 -0.548
O -0.327 6.440 -1.440 1.8 -2.2 0.6 -0.608
F 0.207 5.366 -3.432 -1.3 -1.3 -1.1 -0.313
S 2.111 3.878 -0.999 5.6 -2.5 5.7 0.918
O 2.268 4.644 0.263 0.0 -1.0 -4.0 -0.534
O 3.146 3.687 -1.974 -0.6 0.7 0.6 -0.622
F 1.915 2.382 -0.456 0.0 -0.6 0.2 -0.096
N 0.182 -4.712 0.935 -2.5 0.0 5.4 -0.635
S -0.421 -4.346 -0.378 0.0 0.6 -10.6 0.906
O -0.356 -2.897 -0.695 -0.1 -2.8 0.5 -0.053
O -1.497 -5.181 -0.931 0.9 2.3 1.9 -0.591
F 0.773 -5.065 -1.187 0.6 0.9 -0.2 -0.363
S -1.290 -4.279 1.763 -2.2 0.0 5.1 1.018
O -2.329 -5.297 1.898 1.9 1.8 -1.5 -0.550
O -1.600 -2.845 1.776 1.1 -3.1 -0.4 -0.332
F -0.623 -4.523 3.222 0.8 0.5 0.0 -0.340
N 2.824 1.842 6.458 0.7 0.9 7.9 -0.127
S 3.740 1.807 5.312 0.1 0.6 -11.8 1.023
O 4.515 0.631 5.044 0.7 0.6 0.8 -0.537
O 4.064 3.107 4.714 1.4 -1.3 1.9 -0.648
F 2.503 1.514 4.291 -0.3 -0.5 0.0 -0.224
S 4.014 1.982 7.666 -1.3 -0.4 4.5 1.003
O 3.876 3.096 8.615 0.1 -0.9 -2.4 -0.647
O 5.354 1.476 7.441 -1.3 1.1 -0.4 -0.534
F 3.399 0.825 8.612 0.0 -0.2 -0.3 -0.303
N -0.674 1.952 1.553 4.9 3.5 1.0 -0.088
S -1.854 1.565 2.388 -8.5 -4.1 1.2 0.791
O -2.625 2.675 2.926 1.3 -1.1 0.2 -0.671
O -1.905 0.241 2.985 1.2 2.3 -0.1 -0.528
F -2.710 1.260 1.053 -0.7 -0.2 -0.8 -0.281
S -0.101 3.184 2.584 3.9 3.2 0.3 0.955
O -0.086 2.953 4.001 -0.4 -0.8 -1.5 -0.520
O -0.418 4.530 2.159 -0.8 -1.6 -0.5 -0.654
F 1.429 3.116 2.129 -1.1 -0.9 0.4 -0.209
N -6.151 -2.046 -0.702 3.2 1.7 1.5 -0.306
S -6.787 -3.076 0.216 -6.5 -3.8 3.0 1.017
O -7.202 -2.618 1.572 1.2 -1.1 -2.6 -0.631
O -6.420 -4.468 0.068 0.1 1.2 0.2 -0.622
F -8.266 -3.102 -0.512 0.4 0.2 -0.2 -0.360
S -4.841 -1.810 0.361 4.6 1.0 1.2 0.849
O -3.891 -2.961 0.366 -3.1 2.7 0.0 -0.363
O -5.020 -1.037 1.609 -0.2 -1.9 -2.7 -0.540
F -4.079 -0.740 -0.515 -0.3 -0.1 -0.4 -0.058
N 0.497 -2.311 -6.050 -0.3 3.1 5.5 -0.247
S 1.432 -2.158 -4.590 -0.8 1.7 3.3 0.991
O 2.623 -1.374 -4.680 0.4 -0.6 -0.9 -0.582
O 1.430 -3.309 -3.710 -0.4 1.5 -1.6 -0.439
F 0.576 -1.023 -3.825 -1.1 -0.7 -0.4 -0.075
S 1.459 -3.285 -6.612 1.9 -7.7 -5.5 0.990
O 1.333 -4.708 -6.164 0.8 3.3 -0.8 -0.644
O 2.749 -2.789 -7.017 0.1 -0.5 0.6 -0.627
F 0.738 -3.375 -8.049 -0.4 -0.1 -0.5 -0.328
N 2.706 -1.493 0.796 0.1 0.0 -4.9 0.079
S 3.788 -1.273 -0.480 1.0 -2.5 -6.6 0.945
O 5.197 -1.648 -0.370 -2.0 1.4 1.7 -0.611
O 3.504 -0.259 -1.513 -0.5 -1.2 3.4 -0.518
F 3.309 -2.641 -1.240 -0.4 1.0 0.7 -0.331
S 3.621 -1.201 1.945 3.3 0.4 8.6 0.981
O 4.152 0.122 2.048 0.6 -0.8 -1.2 -0.501
O 4.376 -2.371 2.475 -1.3 1.7 -1.8 -0.708
F 2.491 -1.132 3.050 -1.0 -0.4 0.1 -0.220
```
Positions in Å, forces in eV/Å.